Here is C57H39Br4CdCl2INO5P2 as an isolated structure in a non-equilibrium geometry from the Open Molecules 2025 dataset. Energies are from wB97M-V/def2-TZVPD.

```
112
Properties=species:S:1:pos:R:3:forces:R:3:lowdin_charge:R:1
Cd 1.634 1.161 0.663 1.8 0.6 1.2 1.470
C -6.081 -3.138 -2.742 -0.5 -0.5 -0.1 -0.035
C -5.363 -2.741 -1.429 -0.9 0.8 -0.6 -0.431
C -6.342 -2.978 -0.233 0.0 0.8 -1.1 0.002
C -5.035 -1.265 -1.509 -0.6 0.9 -0.1 -0.102
C -6.026 -0.339 -1.930 1.1 -0.3 1.1 -0.015
C -5.772 1.020 -1.807 -1.1 -0.3 -0.1 -0.078
C -4.613 1.523 -1.257 -0.1 -0.3 -1.1 -0.126
C -3.581 0.651 -0.962 -0.1 -0.3 -0.2 -0.259
P -2.081 1.493 -0.353 1.4 -1.2 0.3 1.072
C -1.906 3.067 -1.214 -0.6 1.0 -2.1 -0.388
C -2.449 3.305 -2.515 0.1 0.8 1.0 -0.090
C -2.274 4.552 -3.146 1.2 -1.0 0.2 -0.086
C -1.305 5.441 -2.679 -1.5 -0.9 1.1 -0.075
C -0.859 5.251 -1.369 0.3 0.0 -0.7 -0.085
C -1.145 4.110 -0.649 0.1 -0.9 0.5 -0.093
C -2.694 2.084 1.225 0.8 0.6 1.4 -0.386
C -3.559 3.164 1.416 -0.4 -0.4 -1.6 -0.096
C -3.887 3.604 2.677 -1.6 1.3 -0.6 -0.122
C -3.170 3.237 3.758 0.9 -2.0 2.7 -0.103
C -2.216 2.206 3.605 0.2 -0.1 0.3 -0.100
C -2.030 1.591 2.367 -0.3 0.2 1.0 -0.109
C -3.808 -0.753 -1.101 0.8 0.1 -0.2 -0.153
O -2.730 -1.613 -0.890 -0.2 -1.1 0.3 0.003
C -2.912 -3.026 -0.968 1.8 0.8 0.1 -0.123
C -1.747 -3.878 -0.803 -2.2 -1.4 -1.1 -0.280
C -1.957 -5.273 -0.940 -0.1 0.8 0.5 -0.071
C -3.225 -5.797 -1.173 1.0 0.0 0.0 -0.087
C -4.301 -4.986 -1.292 -0.7 1.1 -0.9 -0.027
C -4.134 -3.579 -1.242 -1.0 -0.9 0.3 -0.119
P -0.067 -3.366 -0.598 1.0 1.8 0.7 1.095
C 0.907 -3.793 -2.094 0.0 -0.1 -0.1 -0.379
C 2.276 -3.558 -1.929 0.1 -0.6 0.8 -0.131
C 3.198 -3.639 -2.945 -0.7 0.8 -0.9 -0.064
C 2.697 -3.832 -4.268 1.0 -0.3 0.8 -0.087
C 1.379 -4.215 -4.420 -0.5 0.3 -0.7 -0.106
C 0.484 -4.182 -3.344 -0.8 0.0 -0.2 -0.096
C 0.627 -4.560 0.593 0.2 -0.5 -1.1 -0.379
C 0.983 -4.091 1.858 -0.8 0.3 -1.0 -0.091
C 1.840 -4.844 2.627 -0.3 0.8 1.5 -0.077
C 2.217 -6.087 2.189 0.1 -0.2 1.2 -0.103
C 1.837 -6.570 0.976 0.7 -0.7 -0.6 -0.106
C 1.081 -5.810 0.133 -0.5 -0.1 -0.6 -0.118
H -7.083 -2.677 -2.821 0.5 -0.3 0.1 0.084
H -6.185 -4.227 -2.795 -0.4 0.2 0.2 0.065
H -5.539 -2.914 -3.655 0.3 0.5 0.1 0.095
H -7.200 -2.258 -0.245 0.9 -0.5 0.1 0.102
H -5.760 -2.933 0.671 -0.1 0.2 0.6 0.091
H -6.738 -3.962 -0.372 -0.4 -0.8 0.2 0.067
H -7.015 -0.702 -2.201 0.3 0.2 -0.2 0.107
H -6.546 1.694 -2.107 -0.4 0.4 -0.1 0.096
H -4.447 2.606 -1.275 -0.2 -0.6 0.4 0.092
H -3.054 2.557 -3.007 -0.1 0.0 0.1 0.092
H -2.786 4.795 -4.058 -0.1 -0.3 -0.4 0.091
H -1.057 6.258 -3.308 0.3 0.9 0.0 0.088
H -0.249 5.985 -0.897 0.5 0.4 0.2 0.091
H -0.672 3.985 0.342 -0.4 0.1 -0.4 0.111
H -4.051 3.663 0.550 0.4 -0.6 0.7 0.115
H -4.783 4.231 2.775 0.6 0.1 0.0 0.111
H -3.437 3.498 4.817 0.3 0.2 -1.3 0.122
H -1.614 1.808 4.457 -0.7 0.6 -0.7 0.116
H -1.393 0.702 2.435 0.0 0.4 -0.8 0.101
H -1.126 -5.979 -0.788 -0.5 0.6 -0.3 0.089
H -3.319 -6.832 -1.358 -0.2 -1.1 0.1 0.093
H -5.279 -5.413 -1.606 0.8 0.4 0.6 0.121
H 2.580 -3.436 -0.897 0.4 0.4 0.0 0.092
H 4.231 -3.376 -2.708 -0.2 -0.3 -0.4 0.104
H 3.366 -3.704 -5.127 -0.3 -0.3 0.3 0.100
H 0.968 -4.457 -5.415 0.4 0.2 0.5 0.105
H -0.576 -4.400 -3.515 0.4 0.0 0.0 0.105
H 0.489 -3.158 2.153 0.8 -0.1 0.2 0.109
H 2.145 -4.454 3.612 -0.1 -0.4 -0.5 0.120
H 2.678 -6.771 2.868 0.8 -0.1 0.3 0.099
H 2.288 -7.499 0.656 -0.4 -0.3 -0.1 0.105
H 0.846 -6.280 -0.853 0.2 1.0 0.7 0.121
Cl 7.643 -2.223 3.472 -0.5 0.1 0.2 0.592
C 5.988 -1.666 3.227 -0.2 0.3 -0.5 -0.652
C 5.166 -1.259 4.301 -0.2 1.1 -0.3 -0.117
C 3.905 -0.689 4.097 1.1 -0.7 -1.9 -0.604
Cl 2.978 -0.174 5.434 -0.3 0.2 0.2 0.700
C 3.382 -0.543 2.729 -0.8 -0.8 0.3 -0.380
O 2.193 -0.123 2.493 0.7 -0.1 0.2 -0.184
C 4.232 -1.109 1.695 -0.6 1.2 0.1 -0.146
C 3.927 -1.012 0.296 -0.4 0.4 -0.1 -0.226
O 3.096 -0.324 -0.287 -1.4 0.4 -0.2 -0.113
C 5.518 -1.563 1.930 0.2 -1.1 1.2 -0.090
H 5.566 -1.193 5.308 0.0 -0.4 -0.1 0.101
H 4.500 -1.588 -0.422 0.9 -0.6 0.2 0.116
H 6.048 -1.966 1.081 0.4 0.1 0.1 0.108
Br 5.891 4.756 4.990 1.2 0.5 0.7 0.686
C 4.565 4.454 3.733 0.7 0.8 -0.7 -0.815
C 3.350 5.099 3.923 1.4 -1.1 0.4 -0.853
Br 3.276 6.687 4.893 -0.4 0.4 0.5 0.678
C 2.234 4.487 3.400 -1.0 -1.5 -1.7 -0.678
Br 0.526 4.598 4.217 -0.2 0.6 -0.1 0.728
C 2.342 3.488 2.408 3.0 0.7 0.9 -0.465
O 1.325 2.932 1.883 -1.8 -1.1 -1.1 -0.279
C 3.750 2.996 2.008 -1.1 1.1 -0.1 -0.438
O 3.793 2.115 1.092 -0.2 -0.4 -0.3 -0.201
C 4.872 3.572 2.675 -1.8 -1.1 0.2 -0.623
Br 6.608 2.756 2.384 -1.0 0.4 0.1 0.648
I 3.216 2.469 -3.414 0.0 0.6 0.1 0.759
C 3.349 4.406 -2.513 -0.1 0.5 -0.4 -0.765
C 4.169 5.415 -3.057 -0.5 -1.6 -1.3 -0.136
C 4.246 6.602 -2.357 1.5 0.6 -0.5 -0.101
C 3.613 6.721 -1.146 -0.6 -1.4 0.8 -0.058
C 2.866 5.628 -0.666 -0.3 0.9 -1.2 -0.105
N 2.631 4.557 -1.429 0.7 -0.6 0.7 0.024
H 4.613 5.192 -4.061 -0.1 0.6 1.3 0.101
H 4.969 7.383 -2.678 -0.9 -0.5 0.0 0.118
H 3.726 7.579 -0.531 0.1 0.6 0.4 0.094
H 2.353 5.644 0.283 0.0 0.1 0.2 0.108
```
Forces are in eV/Å.

Total charge   -1
E   -407926.0075 eV
Energy relative to the best compared isomer or geometry (same formula, charge and spin)   5.260 eV
Largest force on an atom   3.449 eV/A
Highest occupied orbital energy   -3.43 eV